Record 1
{"formula": "C13H39F4N2O13PS", "method": "ωB97M-V/def2-TZVPD", "smiles": "CO[C@@H](O)[C@@H](CON=O)N(C(F)(F)C(F)F)P(O)(O)=S.CO.CO.CO.CO.CO.CO.CO", "homo_energy_ev": -9.2, "total_charge": 0, "orbital_gap_ev": 9.41, "lumo_ha": 0.00729, "largest_force_ev_per_a": 5.4, "multiplicity": 1, "elements": ["C", "O", "C", "O", "C", "C", "O", "N", "O", "N", "C", "F", "F", "C", "F", "F", "P", "O", "O", "S", "H", "H", "H", "H", "H", "H", "H", "H", "H", "H", "H", "C", "O", "H", "H", "H", "H", "C", "O", "H", "H", "H", "H", "C", "O", "H", "H", "H", "H", "C", "O", "H", "H", "H", "H", "C", "O", "H", "H", "H", "H", "C", "O", "H", "H", "H", "H", "C", "O", "H", "H", "H", "H"], "positions_angstrom": [[-2.616, 0.696, 1.758], [-1.564, 0.744, 0.731], [-1.011, -0.598, 0.441], [-1.039, -0.940, -1.019], [0.518, -0.818, 1.096], [1.414, -1.701, -0.008], [2.705, -1.972, 0.707], [2.852, -3.287, 0.942], [3.716, -3.357, 1.833], [1.185, 0.436, 1.528], [2.000, 0.409, 2.765], [2.031, -0.813, 3.579], [3.450, 0.803, 2.592], [1.382, 1.601, 3.766], [0.600, 0.849, 4.817], [2.556, 2.270, 4.433], [1.921, 1.410, 0.252], [3.446, 0.763, -0.384], [2.287, 3.003, 0.953], [0.826, 1.782, -1.308], [-2.583, 1.752, 2.313], [-3.709, 0.626, 1.285], [-2.435, -0.108, 2.590], [-1.785, -1.365, 0.929], [-1.509, -0.141, -1.449], [0.293, -1.616, 1.956], [1.560, -1.149, -1.028], [0.863, -2.734, -0.092], [0.698, 2.354, 3.179], [3.760, 1.354, -1.154], [3.135, 3.262, 0.457], [1.559, 5.891, -0.646], [2.690, 5.938, -1.496], [0.983, 4.990, -0.871], [1.887, 5.860, 0.396], [0.936, 6.772, -0.818], [3.182, 6.746, -1.274], [-4.119, 3.775, 4.406], [-3.651, 2.476, 4.092], [-4.426, 4.274, 3.484], [-4.976, 3.701, 5.080], [-3.318, 4.348, 4.879], [-3.386, 2.058, 4.929], [-1.207, -5.359, -1.672], [-0.402, -4.286, -1.220], [-1.357, -6.062, -0.849], [-2.175, -4.976, -2.002], [-0.704, -5.870, -2.497], [-0.286, -3.680, -1.971], [3.832, 5.664, 3.157], [3.841, 6.284, 1.885], [3.506, 4.627, 3.044], [4.839, 5.682, 3.580], [3.139, 6.192, 3.816], [4.135, 7.202, 2.017], [5.043, 6.297, -4.642], [3.702, 6.749, -4.674], [5.438, 6.283, -5.661], [5.643, 6.976, -4.031], [5.079, 5.287, -4.226], [3.379, 6.751, -3.757], [-2.687, -7.511, -4.328], [-3.485, -7.193, -3.202], [-2.006, -6.680, -4.526], [-2.108, -8.414, -4.122], [-3.330, -7.667, -5.198], [-4.079, -7.947, -3.050], [-6.936, -9.921, -2.975], [-5.676, -9.370, -2.639], [-6.968, -10.105, -4.051], [-7.076, -10.864, -2.441], [-7.727, -9.216, -2.705], [-5.677, -9.217, -1.679]]}

Record 2
{"formula": "C13H42BN5O5", "method": "ωB97M-V/def2-TZVPD", "homo_energy_ev": -8.9, "total_charge": 0, "orbital_gap_ev": 9.30, "lumo_ha": 0.01628, "largest_force_ev_per_a": 3.2, "multiplicity": 1, "elements": ["N", "H", "H", "H", "H", "B", "H", "H", "H", "H", "C", "O", "C", "C", "N", "C", "C", "O", "C", "H", "H", "H", "H", "H", "H", "H", "H", "H", "H", "H", "H", "H", "H", "H", "C", "O", "C", "C", "N", "C", "C", "O", "C", "H", "H", "H", "H", "H", "H", "H", "H", "H", "H", "H", "H", "H", "H", "H", "C", "O", "N", "N", "H", "H", "H", "H"], "positions_angstrom": [[4.204, -15.788, 11.412], [3.617, -15.786, 12.284], [3.844, -15.122, 10.678], [4.321, -16.747, 11.071], [5.172, -15.437, 11.659], [3.353, -13.908, 9.245], [2.521, -14.063, 10.133], [4.380, -13.405, 9.687], [3.623, -15.006, 8.774], [2.893, -13.248, 8.335], [7.010, -13.355, 11.631], [6.760, -14.744, 11.517], [7.882, -15.464, 11.086], [7.672, -16.925, 11.324], [6.418, -17.449, 10.813], [6.117, -17.184, 9.407], [4.847, -17.855, 9.015], [3.815, -17.443, 9.839], [2.561, -17.974, 9.408], [7.853, -13.160, 12.303], [6.117, -12.873, 12.024], [7.204, -12.925, 10.642], [8.797, -15.137, 11.597], [8.034, -15.189, 10.031], [7.668, -17.083, 12.407], [8.553, -17.448, 10.904], [6.302, -18.417, 11.070], [6.908, -17.605, 8.757], [6.038, -16.110, 9.232], [4.961, -18.951, 9.058], [4.633, -17.576, 7.972], [1.804, -17.593, 10.079], [2.581, -19.074, 9.504], [2.428, -17.759, 8.344], [-0.678, -17.765, 14.149], [0.582, -17.928, 13.559], [0.833, -17.079, 12.483], [0.919, -15.608, 12.800], [2.194, -15.205, 13.441], [2.449, -15.853, 14.711], [3.643, -15.222, 15.393], [4.783, -15.415, 14.584], [5.943, -14.798, 15.080], [-1.476, -17.656, 13.402], [-0.723, -16.890, 14.805], [-0.865, -18.669, 14.722], [0.075, -17.223, 11.699], [1.769, -17.405, 12.023], [0.098, -15.317, 13.477], [0.781, -15.056, 11.870], [2.136, -14.202, 13.587], [2.619, -16.922, 14.626], [1.572, -15.712, 15.367], [3.788, -15.696, 16.378], [3.466, -14.150, 15.590], [5.809, -13.738, 15.323], [6.728, -14.932, 14.340], [6.293, -15.300, 16.001], [1.471, -10.990, 11.148], [0.701, -10.147, 11.593], [2.309, -11.753, 11.967], [1.624, -11.224, 9.778], [2.133, -11.706, 12.949], [2.757, -12.547, 11.532], [0.858, -10.920, 9.207], [2.121, -12.057, 9.457]]}

Record 3
{"formula": "C13H42N2O9", "method": "ωB97M-V/def2-TZVPD", "homo_energy_ev": -7.9, "total_charge": 0, "e_above_lowest_ev": 0.966, "orbital_gap_ev": 8.00, "lumo_ha": 0.00439, "largest_force_ev_per_a": 1.4, "multiplicity": 1, "elements": ["N", "H", "H", "H", "H", "N", "O", "O", "O", "C", "O", "H", "H", "H", "H", "C", "C", "C", "O", "H", "H", "H", "H", "H", "H", "H", "H", "C", "C", "C", "O", "H", "H", "H", "H", "H", "H", "H", "H", "C", "C", "C", "O", "H", "H", "H", "H", "H", "H", "H", "H", "C", "C", "C", "O", "H", "H", "H", "H", "H", "H", "H", "H", "O", "H", "H"], "positions_angstrom": [[-23.525, -10.997, 13.276], [-24.225, -10.479, 13.814], [-22.848, -10.371, 12.818], [-23.927, -11.573, 12.521], [-23.086, -11.663, 13.938], [-25.471, -13.653, 11.236], [-26.178, -13.514, 10.234], [-25.628, -14.624, 12.017], [-24.623, -12.757, 11.555], [-27.040, -7.372, 16.171], [-26.359, -7.929, 15.054], [-27.986, -7.902, 16.312], [-26.394, -7.474, 17.051], [-27.241, -6.315, 16.009], [-26.320, -8.895, 15.117], [-24.071, -11.696, 17.815], [-25.042, -10.883, 18.664], [-24.520, -9.492, 18.996], [-26.253, -10.802, 17.869], [-23.254, -12.098, 18.426], [-23.551, -11.087, 17.070], [-24.471, -12.554, 17.281], [-25.251, -11.402, 19.604], [-23.721, -9.550, 19.734], [-25.367, -8.973, 19.456], [-24.198, -8.955, 18.106], [-26.929, -10.513, 18.496], [-18.861, -10.444, 11.903], [-20.240, -10.861, 11.404], [-20.664, -12.254, 11.850], [-21.192, -9.918, 11.943], [-18.109, -11.162, 11.562], [-18.781, -10.417, 12.990], [-18.594, -9.453, 11.532], [-20.278, -10.890, 10.312], [-21.740, -12.415, 11.839], [-20.382, -12.466, 12.892], [-20.178, -13.067, 11.311], [-21.105, -9.122, 11.405], [-26.502, -12.962, 14.447], [-26.770, -11.459, 14.244], [-28.196, -11.094, 14.625], [-25.821, -10.728, 15.042], [-27.238, -13.629, 14.008], [-26.385, -13.180, 15.512], [-25.531, -13.173, 13.997], [-26.527, -11.161, 13.223], [-28.864, -11.573, 13.903], [-28.433, -10.032, 14.527], [-28.456, -11.468, 15.616], [-25.851, -11.024, 15.973], [-21.240, -8.422, 14.791], [-22.613, -8.007, 15.303], [-22.697, -6.538, 15.664], [-23.582, -8.322, 14.306], [-20.508, -8.324, 15.598], [-20.964, -7.726, 13.997], [-21.158, -9.459, 14.471], [-22.812, -8.595, 16.214], [-21.871, -6.204, 16.296], [-23.661, -6.236, 16.074], [-22.561, -5.955, 14.745], [-24.421, -7.934, 14.622], [-22.826, -13.179, 14.910], [-21.927, -13.331, 15.228], [-23.132, -14.044, 14.599]]}

Record 4
{"formula": "C13H44O10", "method": "ωB97M-V/def2-TZVPD", "smiles": "OCCO.CCO.CCO.CCO.CO.CO.CO.CO.CO", "homo_energy_ev": -9.4, "total_charge": 0, "e_above_lowest_ev": 0.000, "orbital_gap_ev": 9.76, "lumo_ha": 0.01442, "largest_force_ev_per_a": 1.3, "multiplicity": 1, "elements": ["C", "O", "H", "H", "H", "H", "C", "O", "H", "H", "H", "H", "C", "O", "H", "H", "H", "H", "C", "O", "H", "H", "H", "H", "C", "O", "H", "H", "H", "H", "C", "C", "O", "O", "H", "H", "H", "H", "H", "H", "C", "C", "O", "H", "H", "H", "H", "H", "H", "C", "C", "O", "H", "H", "H", "H", "H", "H", "C", "C", "O", "H", "H", "H", "H", "H", "H"], "positions_angstrom": [[-3.178, 1.551, 0.181], [-3.161, 0.145, -0.016], [-4.202, 1.859, -0.015], [-2.915, 1.820, 1.208], [-2.502, 2.062, -0.511], [-2.330, -0.268, 0.239], [1.796, 1.858, 3.677], [1.637, 0.733, 2.846], [2.856, 2.021, 3.874], [1.400, 2.749, 3.173], [1.291, 1.756, 4.642], [0.766, 0.322, 2.969], [4.336, -1.075, -2.124], [4.391, 0.164, -1.453], [5.362, -1.422, -2.213], [3.739, -1.820, -1.582], [3.884, -0.980, -3.119], [3.485, 0.432, -1.252], [-0.880, 2.139, -4.005], [-0.713, 1.786, -5.369], [-0.092, 2.832, -3.717], [-1.835, 2.648, -3.837], [-0.865, 1.229, -3.400], [-1.549, 1.833, -5.835], [2.737, -2.716, 1.899], [3.331, -1.642, 2.612], [3.122, -3.647, 2.306], [1.646, -2.708, 2.023], [2.943, -2.641, 0.827], [3.374, -0.849, 2.072], [0.788, 0.093, -0.247], [0.219, -1.085, -1.018], [-0.559, -1.881, -0.097], [1.633, 0.885, -1.051], [1.305, -0.278, 0.641], [-0.074, 0.648, 0.149], [1.036, -1.658, -1.461], [-0.472, -0.715, -1.784], [-0.537, -2.785, -0.447], [1.145, 1.696, -1.227], [-3.129, -3.051, -1.665], [-2.086, -4.142, -1.989], [-1.270, -4.508, -0.868], [-3.375, -3.130, -0.603], [-4.047, -3.280, -2.209], [-2.817, -2.037, -1.892], [-1.405, -3.776, -2.756], [-2.591, -5.035, -2.362], [-1.844, -4.906, -0.207], [1.211, 4.710, 0.831], [1.063, 4.773, -0.682], [0.014, 3.900, -1.123], [1.972, 5.373, 1.228], [1.377, 3.664, 1.096], [0.236, 4.935, 1.280], [1.977, 4.357, -1.116], [0.956, 5.790, -1.063], [-0.765, 4.432, -1.304], [-2.630, -2.112, 2.825], [-1.858, -0.865, 3.177], [-0.470, -1.002, 2.827], [-2.285, -2.911, 3.485], [-2.333, -2.421, 1.819], [-3.704, -1.967, 2.876], [-1.859, -0.638, 4.243], [-2.255, 0.039, 2.694], [-0.443, -1.283, 1.901]]}

Record 5
{"formula": "C13H47AgO11", "method": "ωB97M-V/def2-TZVPD", "homo_energy_ev": [-11.6, -11.6], "total_charge": 1, "e_above_lowest_ev": 0.000, "orbital_gap_ev": [7.53, 5.65], "lumo_ha": [-0.14863, -0.21773], "largest_force_ev_per_a": 2.2, "multiplicity": 2, "elements": ["Ag", "C", "C", "C", "O", "H", "H", "H", "H", "H", "H", "H", "C", "O", "H", "H", "H", "H", "C", "O", "H", "H", "H", "H", "C", "O", "H", "H", "H", "H", "C", "O", "H", "H", "H", "H", "C", "O", "H", "H", "H", "H", "C", "O", "H", "H", "H", "H", "C", "O", "H", "H", "H", "H", "C", "O", "H", "H", "H", "H", "C", "O", "H", "H", "H", "H", "C", "O", "H", "H", "H", "H"], "positions_angstrom": [[0.648, 3.189, -1.320], [1.020, -1.307, -0.485], [0.920, 0.122, 0.094], [1.279, 0.280, 1.547], [1.430, 1.059, -0.668], [0.467, -2.034, 0.092], [2.071, -1.581, -0.625], [0.583, -1.277, -1.490], [-0.198, 0.288, 0.043], [0.766, 1.089, 2.074], [2.355, 0.449, 1.646], [1.042, -0.601, 2.152], [3.135, -0.575, 4.566], [2.150, -1.525, 4.485], [2.702, 0.325, 5.013], [3.966, -0.794, 5.239], [3.504, -0.290, 3.579], [2.591, -2.379, 4.391], [-3.478, -2.028, -2.005], [-4.623, -2.782, -2.371], [-3.742, -1.359, -1.184], [-2.664, -2.666, -1.617], [-3.073, -1.441, -2.846], [-4.447, -3.294, -3.166], [-0.664, 0.933, -3.661], [-0.622, 2.215, -3.039], [-0.862, 0.181, -2.895], [-1.522, 0.857, -4.339], [0.246, 0.675, -4.196], [-0.698, 2.858, -3.762], [2.867, -0.583, -3.974], [2.657, 0.745, -3.436], [3.384, -1.191, -3.232], [1.919, -1.075, -4.263], [3.406, -0.507, -4.916], [2.374, 0.574, -2.528], [5.460, 2.075, -1.124], [4.611, 0.962, -0.871], [5.513, 2.275, -2.207], [5.139, 3.000, -0.647], [6.482, 1.802, -0.858], [3.769, 1.228, -0.508], [-3.469, 0.666, 3.129], [-2.475, -0.339, 2.729], [-3.547, 1.455, 2.374], [-4.396, 0.141, 3.292], [-3.083, 1.147, 4.032], [-1.609, 0.068, 2.734], [-2.439, -3.188, 1.254], [-3.084, -3.098, 2.459], [-1.393, -3.521, 1.338], [-2.944, -3.876, 0.570], [-2.442, -2.218, 0.734], [-2.892, -2.181, 2.792], [0.578, -4.077, -2.697], [-0.522, -4.301, -3.543], [0.253, -3.929, -1.670], [1.318, -4.868, -2.784], [1.070, -3.149, -3.015], [-0.349, -5.117, -4.020], [-1.477, 4.197, 3.733], [-1.164, 2.855, 3.235], [-2.042, 4.755, 2.998], [-2.123, 4.124, 4.626], [-0.595, 4.738, 4.084], [-0.549, 2.489, 3.886], [-2.340, 3.297, -0.096], [-0.999, 3.009, 0.404], [-3.054, 2.580, 0.308], [-2.640, 4.301, 0.223], [-2.347, 3.255, -1.178], [-1.107, 2.892, 1.381]]}

Record 6
{"formula": "C13H47N19O10", "method": "ωB97M-V/def2-TZVPD", "smiles": "COC[C@H](C)N.NC(N)=O.NC(N)=O.NC(N)=O.NC(N)=O.NC(N)=O.NC(N)=O.NC(N)=O.NC(N)=O.NC(N)=O", "homo_energy_ev": -9.0, "total_charge": 0, "e_above_lowest_ev": 3.117, "orbital_gap_ev": 9.00, "lumo_ha": 0.00170, "largest_force_ev_per_a": 6.5, "multiplicity": 1, "elements": ["C", "C", "C", "O", "C", "N", "H", "H", "H", "H", "H", "H", "H", "H", "H", "H", "H", "C", "O", "N", "N", "H", "H", "H", "H", "C", "O", "N", "N", "H", "H", "H", "H", "C", "O", "N", "N", "H", "H", "H", "H", "C", "O", "N", "N", "H", "H", "H", "H", "C", "O", "N", "N", "H", "H", "H", "H", "C", "O", "N", "N", "H", "H", "H", "H", "C", "O", "N", "N", "H", "H", "H", "H", "C", "O", "N", "N", "H", "H", "H", "H", "C", "O", "N", "N", "H", "H", "H", "H"], "positions_angstrom": [[5.621, -2.812, -0.148], [4.062, -2.787, -0.198], [3.474, -1.882, -1.282], [3.533, -0.521, -0.888], [3.088, 0.321, -1.934], [3.676, -4.190, -0.416], [5.949, -1.771, 0.000], [6.186, -2.984, -1.064], [6.013, -3.301, 0.742], [3.730, -2.484, 0.797], [2.435, -2.139, -1.516], [3.987, -2.024, -2.240], [2.251, -0.066, -2.518], [3.946, 0.466, -2.602], [2.866, 1.330, -1.589], [4.178, -4.743, 0.275], [2.732, -4.358, -0.069], [-1.661, 0.578, 4.176], [-0.892, 1.406, 4.680], [-2.989, 0.564, 4.507], [-1.331, -0.323, 3.195], [-3.466, -0.165, 4.012], [-3.348, 1.013, 5.328], [-2.097, -0.421, 2.553], [-0.391, -0.130, 2.834], [2.560, 0.444, 2.978], [3.002, 0.446, 4.124], [3.184, -0.091, 1.901], [1.328, 0.929, 2.637], [3.962, -0.719, 1.983], [2.758, -0.082, 0.988], [0.913, 0.803, 1.725], [0.930, 1.473, 3.392], [-5.163, 3.275, 2.843], [-5.116, 4.501, 3.029], [-6.228, 2.552, 3.220], [-4.152, 2.610, 2.229], [-6.215, 1.568, 3.019], [-7.086, 2.994, 3.488], [-4.377, 1.655, 2.017], [-3.302, 3.069, 1.943], [1.055, 3.047, -4.369], [1.197, 1.889, -4.735], [1.957, 4.068, -4.523], [-0.070, 3.412, -3.698], [2.741, 4.099, -5.146], [1.871, 4.884, -3.947], [-0.153, 4.317, -3.276], [-0.717, 2.668, -3.508], [-0.602, 0.079, -0.587], [0.286, -0.285, 0.206], [-0.954, -0.682, -1.677], [-1.199, 1.272, -0.565], [-1.802, -0.462, -2.166], [-0.486, -1.561, -1.810], [-1.885, 1.519, -1.269], [-1.262, 1.804, 0.302], [0.250, -5.668, -0.067], [0.002, -6.471, -0.975], [0.610, -6.091, 1.167], [0.397, -4.341, -0.302], [0.509, -7.052, 1.433], [0.777, -5.399, 1.876], [0.072, -4.021, -1.227], [0.572, -3.717, 0.466], [-0.744, 3.186, 2.696], [-1.281, 2.974, 1.587], [-1.431, 3.221, 3.894], [0.532, 3.591, 2.764], [-2.226, 2.589, 3.870], [-0.778, 2.879, 4.597], [0.964, 3.957, 1.936], [0.910, 3.734, 3.683], [0.492, -4.127, -3.736], [-0.326, -3.664, -2.919], [0.508, -3.678, -5.018], [1.386, -5.081, -3.446], [1.235, -3.934, -5.659], [-0.217, -3.076, -5.359], [2.065, -5.485, -4.055], [1.293, -5.346, -2.474], [-4.047, 2.903, -1.630], [-3.531, 1.859, -2.034], [-3.627, 3.653, -0.574], [-5.120, 3.425, -2.291], [-2.790, 3.453, -0.052], [-4.215, 4.383, -0.213], [-5.597, 4.289, -2.122], [-5.175, 2.987, -3.198]]}

E_tot / eV: -74695.12904; -32523.48607; -35566.59101; -34666.36532; -40751.78882; -63037.58538